Below is a molecular structure, C56H65BHgN10, with properties calculated with ωB97M-V/def2-TZVPD.

```
133
Properties=species:S:1:pos:R:3:lowdin_charge:R:1
Hg -0.08 0.01 -0.20 0.946
C -4.94 -3.30 1.37 -0.031
C -3.95 -2.21 1.61 -0.276
C -3.63 -1.62 2.81 0.010
C -2.61 -0.71 2.51 -0.276
N -2.35 -0.71 1.20 0.079
N -3.17 -1.65 0.66 0.036
B -3.22 -2.04 -0.84 -0.512
N -3.42 -0.83 -1.80 0.021
N -2.90 0.40 -1.62 0.114
C -3.33 1.14 -2.64 -0.266
C -4.14 0.37 -3.50 0.008
C -4.17 -0.88 -2.93 -0.278
C -4.89 -2.08 -3.45 -0.034
C -3.09 2.58 -2.73 -0.166
C -2.85 3.33 -1.58 -0.032
C -2.72 4.71 -1.65 -0.085
C -2.81 5.36 -2.87 -0.110
C -3.03 4.62 -4.03 -0.103
C -3.17 3.24 -3.96 -0.051
N -1.99 -2.89 -1.24 0.032
N -0.74 -2.40 -1.16 0.067
C 0.09 -3.37 -1.53 -0.284
C -0.64 -4.53 -1.86 0.020
C -1.96 -4.18 -1.66 -0.269
C -3.17 -5.03 -1.86 -0.024
C 1.56 -3.21 -1.51 -0.179
C 2.34 -4.11 -0.78 -0.053
C 3.72 -3.96 -0.74 -0.083
C 4.33 -2.93 -1.44 -0.090
C 3.56 -2.06 -2.19 -0.089
C 2.18 -2.20 -2.22 -0.039
C -1.90 0.10 3.52 -0.164
C -0.55 0.42 3.39 -0.074
C 0.10 1.14 4.38 -0.086
C -0.58 1.56 5.51 -0.096
C -1.92 1.23 5.65 -0.095
C -2.57 0.51 4.67 -0.043
H -5.39 -3.58 2.32 0.076
H -5.74 -2.97 0.69 0.081
H -4.48 -4.18 0.93 0.064
H -4.04 -1.88 3.77 0.104
H -4.18 -2.74 -0.98 0.095
H -4.65 0.69 -4.39 0.100
H -5.62 -1.76 -4.19 0.075
H -4.21 -2.78 -3.93 0.077
H -5.41 -2.62 -2.66 0.065
H -2.75 2.80 -0.65 0.070
H -2.52 5.27 -0.75 0.095
H -2.73 6.44 -2.92 0.092
H -3.08 5.12 -4.99 0.094
H -3.31 2.67 -4.86 0.104
H -0.25 -5.47 -2.21 0.106
H -2.86 -6.05 -2.08 0.077
H -3.81 -5.05 -0.97 0.060
H -3.79 -4.67 -2.69 0.063
H 1.86 -4.91 -0.24 0.107
H 4.31 -4.64 -0.14 0.101
H 5.41 -2.80 -1.38 0.100
H 4.03 -1.26 -2.76 0.105
H 1.58 -1.51 -2.79 0.096
H 0.01 0.08 2.53 0.054
H 1.16 1.37 4.26 0.111
H -0.07 2.12 6.28 0.095
H -2.47 1.55 6.54 0.094
H -3.62 0.28 4.78 0.105
C 6.69 1.63 -0.36 -0.063
C 5.61 2.63 -0.81 -0.367
C 4.73 3.04 0.37 -0.073
C 4.89 2.24 -2.11 -0.146
C 5.67 2.38 -3.25 -0.072
C 5.13 2.34 -4.52 -0.099
C 3.75 2.33 -4.63 -0.061
C 2.92 2.19 -3.52 -0.136
C 1.45 2.48 -3.75 -0.376
C 0.84 3.34 -2.66 -0.067
C 0.59 1.25 -4.03 -0.061
C 3.51 1.93 -2.26 -0.163
N 2.74 1.34 -1.23 0.103
C 3.44 0.51 -0.51 -0.178
C 3.15 -0.34 0.60 -0.336
C 4.23 -0.82 1.37 -0.071
C 3.70 -1.67 2.32 -0.066
C 2.32 -1.74 2.06 -0.276
N 1.98 -0.93 1.04 0.056
C 1.42 -2.73 2.79 -0.530
C 0.08 -2.90 2.11 -0.042
C 1.22 -2.29 4.25 -0.035
C 2.13 -4.10 2.81 -0.052
H 7.39 2.11 0.32 0.079
H 7.26 1.25 -1.21 0.074
H 6.26 0.78 0.15 0.043
H 6.15 3.54 -1.10 0.128
H 4.24 2.19 0.85 0.062
H 3.96 3.74 0.04 0.068
H 5.35 3.53 1.12 0.083
H 6.73 2.57 -3.14 0.108
H 5.76 2.41 -5.40 0.092
H 3.28 2.46 -5.60 0.109
H 1.43 3.08 -4.67 0.122
H 1.49 4.17 -2.40 0.085
H 0.66 2.74 -1.77 0.025
H -0.12 3.74 -2.98 0.065
H 0.38 0.72 -3.10 0.030
H 1.08 0.57 -4.73 0.077
H -0.37 1.54 -4.45 0.071
H 4.50 0.43 -0.76 0.100
H 5.27 -0.54 1.24 0.081
H 4.24 -2.21 3.09 0.090
H -0.50 -1.99 2.12 0.036
H -0.50 -3.68 2.61 0.095
H 0.22 -3.19 1.07 0.061
H 0.62 -1.38 4.30 0.051
H 2.17 -2.10 4.73 0.081
H 0.70 -3.08 4.81 0.083
H 2.38 -4.41 1.80 0.055
H 1.47 -4.85 3.25 0.081
H 3.05 -4.07 3.40 0.072
C 2.24 4.98 2.25 -0.029
C 0.96 4.31 1.89 -0.312
C -0.33 4.51 2.33 -0.002
C -1.12 3.54 1.67 -0.363
N -0.37 2.81 0.86 0.050
N 0.89 3.29 1.01 0.045
C -2.58 3.31 1.79 -0.039
H 2.03 5.91 2.78 0.075
H 2.82 5.22 1.36 0.064
H 2.85 4.35 2.89 0.080
H -0.66 5.24 3.05 0.102
H 1.64 2.83 0.51 0.115
H -2.89 3.32 2.83 0.076
H -2.84 2.33 1.36 0.065
H -3.15 4.07 1.26 0.065
```

As for the energy above the lowest of the compared OMol25 structures with the same formula, charge and spin: 0.0 kcal/mol. The value obtained for the maximum force is 0.00735 Eh/bohr. Its net charge is -1. The multiplicity is 2. As for the orbital gap (alpha / beta): 6.533 / 6.552 eV.